1.
This record from OMol25 describes 7 unconnected molecules or ions with the total composition H14O7. The level of theory is ωB97M-V with the def2-TZVPD basis set.

Properties
Total charge: -1
Energy relative to the best compared isomer or geometry (same formula, charge and spin): 0.5575 eV
HOMO energy (alpha / beta): 0.4 / -7.6 eV
2S+1: 2
HOMO-LUMO gap (alpha / beta): 2.58 / 10.54 eV
Expectation value of S²: 0.7504

CARTESIAN COORDINATES (ANGSTROEM)
O (0.75305, -0.23603, -3.13189)
H (0.29743, -1.04142, -3.37680)
H (1.09179, 0.10881, -3.95807)
O (-0.21372, 2.79696, -2.10286)
H (-1.02029, 2.40962, -2.44291)
H (-0.03566, 2.31187, -1.29712)
O (-1.88748, 1.68030, 0.90278)
H (-0.97981, 1.46152, 0.69184)
H (-1.85218, 2.01149, 1.80017)
O (0.40831, 0.68449, -0.23958)
H (0.18869, -0.19761, 0.06026)
H (0.79693, 0.55413, -1.10457)
O (1.67426, 1.13744, 2.46391)
H (2.52881, 0.97997, 2.06244)
H (1.13879, 0.39350, 2.18813)
O (-0.06244, -1.24916, 1.51565)
H (0.59294, -1.88091, 1.81163)
H (-0.71388, -1.23287, 2.21678)
O (-0.62895, -3.84328, 0.63576)
H (-1.54884, -3.93245, 0.88493)
H (-0.52766, -2.91636, 0.41946)

Forces on atoms 1 to 6 (eV/Å):
0.1 0.1 0.2
-0.2 -0.4 0.1
0.1 0.2 -0.2
0.2 0.6 -0.5
-0.1 -0.2 0.0
-0.1 -0.2 0.4

2.
This record from OMol25 describes 2 unconnected molecules or ions with the total composition C3H11N2O. The level of theory is ωB97M-V with the def2-TZVPD basis set.

Properties
Total charge: 0
Energy relative to the best compared isomer or geometry (same formula, charge and spin): 1.9355 eV
HOMO energy (alpha / beta): -3.1 / -8.2 eV
2S+1: 2
HOMO-LUMO gap (alpha / beta): 3.95 / 8.74 eV
Expectation value of S²: 0.7535

CARTESIAN COORDINATES (ANGSTROEM)
C (-0.21018, 0.85051, -1.13813)
C (-0.28378, -0.21148, -0.06289)
C (-1.27575, -1.14359, 0.06784)
N (-2.43406, -1.16310, -0.73466)
N (0.39088, 0.26806, 1.17526)
H (-0.06275, 0.40045, -2.12100)
H (-1.26374, 1.18840, -1.19948)
H (0.50274, 1.64279, -0.94208)
H (-1.45398, -1.51992, 1.07606)
H (-2.31285, -0.88213, -1.69289)
H (-3.01938, -1.96371, -0.62112)
H (-0.08483, 1.16317, 1.53092)
H (0.40286, -0.46720, 1.88019)
H (1.35926, 0.59362, 0.97808)
H (3.53898, 0.64075, -0.22576)
H (3.49705, 1.03483, 1.29465)
O (2.97285, 0.95848, 0.49485)

Forces on atoms 1 to 6 (eV/Å):
-1.6 -1.3 -0.2
0.3 -0.1 0.1
-0.3 1.9 0.7
0.8 0.1 0.0
0.0 0.0 -1.1
0.5 0.1 0.0

3.
This record from OMol25 describes a molecular structure, C14H30CuNO7S2. The level of theory is ωB97M-V with the def2-TZVPD basis set.

Properties
Total charge: +1
HOMO energy (alpha / beta): -12.0 / -12.0 eV
2S+1: 2
HOMO-LUMO gap (alpha / beta): 8.17 / 6.15 eV
Expectation value of S²: 0.7543

CARTESIAN COORDINATES (ANGSTROEM)
Cu (-1.03276, -0.21785, -1.77561)
C (0.14573, -0.22001, 1.89708)
C (-0.53726, -0.07054, 0.58151)
O (-1.45045, -0.82348, 0.16327)
O (-0.10652, 0.74719, -0.29864)
H (0.36508, 0.80018, 2.22069)
H (1.09805, -0.73957, 1.82859)
H (-0.52312, -0.70666, 2.60240)
C (2.02115, 1.25789, -2.27422)
C (0.85437, 2.19618, -2.46175)
C (1.16417, 3.42658, -3.29360)
O (2.21783, 4.12578, -2.69022)
C (2.39377, 5.44822, -3.12508)
N (-0.36903, 1.47676, -2.96455)
H (2.02728, 0.73101, -1.32847)
H (2.91694, 1.86838, -2.40164)
H (2.09233, 0.59179, -3.14197)
H (0.38332, 2.57065, -1.54809)
H (0.25615, 4.01968, -3.45769)
H (1.54664, 3.11422, -4.28281)
H (3.40361, 5.57563, -3.52295)
H (2.20532, 6.21987, -2.37862)
H (1.75852, 5.68474, -3.98916)
H (-0.24522, 1.20302, -3.94005)
H (-1.16305, 2.10960, -2.93190)
C (2.63251, -6.81731, 2.85669)
C (1.77061, -5.65545, 2.34571)
C (2.14264, -4.38006, 3.10034)
S (3.94277, -4.54478, 3.30112)
O (4.34517, -4.13772, 4.62159)
O (4.52874, -3.81857, 2.20004)
C (4.07952, -6.34265, 3.11024)
H (2.76728, -7.57294, 2.08076)
H (2.16737, -7.32192, 3.70170)
H (0.73146, -5.97032, 2.42340)
H (2.01779, -5.56192, 1.28407)
H (1.76531, -4.49924, 4.11769)
H (1.83360, -3.47575, 2.59583)
H (4.50157, -6.77906, 4.00785)
H (4.69126, -6.48042, 2.22363)
C (-5.04720, 2.12261, 0.97797)
C (-3.67402, 2.80179, 0.83086)
C (-3.65515, 3.25853, -0.60955)
S (-4.09223, 1.72474, -1.45459)
O (-2.87411, 0.92578, -1.41575)
O (-4.75984, 1.95153, -2.70110)
C (-5.26246, 1.14993, -0.20338)
H (-5.84999, 2.86046, 0.90963)
H (-5.21426, 1.59246, 1.91359)
H (-2.91483, 2.05155, 1.06270)
H (-3.64113, 3.53976, 1.63071)
H (-2.68757, 3.53528, -1.03251)
H (-4.31924, 4.10378, -0.78109)
H (-5.09400, 0.10583, 0.05173)
H (-6.25444, 1.24482, -0.63642)

Forces on atoms 1 to 6 (eV/Å):
0.0 2.2 1.3
-0.7 1.0 0.3
0.7 -0.7 -0.8
-0.2 -1.1 -0.3
0.5 0.1 0.2
0.1 -0.1 0.3

4.
This record from OMol25 describes a molecular structure, BrPd. The level of theory is ωB97M-V with the def2-TZVPD basis set.

Properties
Total charge: +2
Energy relative to the best compared isomer or geometry (same formula, charge and spin): 0.0000 eV
HOMO energy (alpha / beta): -24.6 / -23.8 eV
2S+1: 4
HOMO-LUMO gap (alpha / beta): 12.41 / 6.50 eV
Expectation value of S²: 3.7581

CARTESIAN COORDINATES (ANGSTROEM)
Pd (0.31491, -0.32275, -1.22032)
Br (-0.31491, 0.32275, 1.22032)

Cartesian forces, eV/Å:
-0.2 0.2 0.6
0.2 -0.2 -0.6

Taking the records one at a time from the top gives strongest force on any atom values of 1.2; 2.1; 2.6; 0.6 eV/Å.